Entry 1:
Entry from OMol25: a 5-piece molecular cluster, C22H47O11P overall (ωB97M-V with the def2-TZVPD basis set).

Summary:
* energy: -2035.4037 hartree
* net charge: 0
* structure (SMILES): CCCCO[PH3]CC(=O)O.CCOC(C)=O.CCOC(C)=O.CCOC(C)=O.CCOC(C)=O

Each line ends with the Mulliken charge.
Element x y z (Å)
C1 -4.751 -4.796 2.588  -0.9501
H1 3.623 3.323 0.291  0.3641
H2 1.272 1.652 5.284  0.1897
H3 -2.801 -1.156 4.123  0.2664
C2 0.478 2.410 -9.165  -1.0997
H4 1.448 -3.958 0.661  -0.0065
H5 -0.212 -3.093 2.189  -0.1970
C3 0.502 1.268 -8.175  0.8188
O1 -0.245 -2.645 0.049  -0.3385
O2 0.823 1.428 -7.031  -0.5101
C4 -0.535 -1.883 -2.231  -0.5472
C5 -0.312 -0.269 -9.891  -0.4424
C6 0.117 -0.322 -4.182  -0.9637
O3 1.746 2.463 -0.012  -0.4176
C7 0.145 -1.750 -3.609  -0.4451
H6 -5.008 -3.788 4.500  0.3507
H7 3.581 -1.231 1.158  0.3262
H8 4.305 1.621 2.025  0.4609
H9 -1.511 5.265 7.515  0.3035
H10 -1.059 0.471 -10.180  0.3700
C8 -1.660 4.059 5.744  -0.3591
H11 2.753 0.803 1.818  0.1012
O4 -3.038 -4.430 4.293  -0.3625
H12 2.804 2.407 2.524  -0.0566
H13 -5.815 -4.991 2.453  0.3543
C9 3.018 -1.922 2.895  0.4141
H14 1.011 0.224 -3.873  0.2708
H15 -0.180 2.261 -10.016  0.3316
C10 0.346 -2.624 -1.238  -0.6791
C11 0.789 -0.405 -10.922  -0.9548
H16 0.163 3.305 -8.635  0.3116
H17 -2.391 4.708 5.266  0.3243
H18 -2.952 -1.974 2.565  0.2525
C12 -3.175 -2.050 3.630  -0.9033
C13 1.471 4.451 1.422  -0.6879
H19 1.341 0.526 -11.047  0.2697
C14 0.676 3.680 5.153  0.8489
H20 -4.189 -5.641 2.192  0.2964
O5 3.028 -1.088 3.763  -0.5273
H21 -0.756 0.216 -3.810  0.3692
H22 -0.323 1.913 5.994  0.3288
H23 0.521 -3.652 -1.586  0.2367
H24 1.598 -3.244 3.755  0.3786
H25 1.285 -1.533 1.148  -0.0583
O6 3.906 -1.847 1.827  -0.4828
O7 -1.263 -3.164 4.484  -0.5655
H26 0.368 -0.686 -11.887  0.3525
H27 3.563 1.703 -0.369  0.3533
H28 -4.487 -3.915 2.002  0.2793
H29 -0.976 3.602 7.751  0.2745
H30 1.194 -2.053 -3.498  0.3493
C15 0.948 3.472 0.404  0.8269
H31 -4.693 -5.508 4.614  0.3183
H32 -1.889 3.039 5.434  0.3059
C16 3.256 1.767 1.766  -0.4744
H33 -0.292 -2.461 -4.312  0.3705
H34 2.547 4.600 1.399  0.2685
C17 -1.714 4.228 7.248  -0.9691
H35 -4.253 -2.093 3.760  0.3420
H36 1.493 2.565 -9.529  0.2839
H37 -1.468 -2.448 -2.327  0.2313
C18 2.126 -3.100 2.814  -0.6577
H38 2.735 -3.973 2.567  0.4494
H39 1.127 2.475 6.837  0.2682
H40 1.203 4.088 2.412  -0.0583
C19 0.664 2.345 5.860  -0.9034
C20 -4.439 -4.607 4.058  -0.4108
O8 1.651 4.078 4.572  -0.6007
H41 0.989 5.411 1.255  0.3381
C21 -2.424 -3.237 4.185  0.7601
H42 1.324 -2.111 -1.200  0.3628
O9 -0.405 4.478 5.198  -0.3606
H43 0.109 -0.323 -5.271  0.1172
H44 -2.702 3.959 7.620  0.3554
O10 -0.185 3.497 0.006  -0.5918
H45 1.496 -1.174 -10.613  0.3057
O11 0.200 0.018 -8.587  -0.3633
C22 3.119 2.360 0.378  -0.4620
H46 -0.797 -0.907 -1.819  0.3259
H47 -0.833 -1.217 -9.773  0.3192
P1 0.870 -2.868 1.336  0.7103

Entry 2:
Entry from OMol25: C22H48BN3O8PSi2 as an isolated structure at a distorted geometry (ωB97M-V with the def2-TZVPD basis set).

Summary:
* energy: -2578.1587 hartree
* net charge: -1

Each line ends with the Mulliken charge.
Element x y z (Å)
C1 4.389 -5.746 7.260  -0.7331
C2 -3.179 2.239 -7.871  -0.7269
C3 -0.275 4.992 -2.379  -0.1907
C4 5.647 -1.862 4.774  -1.0175
C5 5.298 -3.705 8.080  -0.7945
O1 -5.202 -1.467 -7.364  -0.3317
C6 -0.573 3.431 -2.170  -0.3620
H1 5.181 -3.331 9.103  0.3859
H2 0.947 -0.297 4.307  0.1691
O2 -1.951 1.348 -5.898  -0.3049
H3 -3.549 0.116 -5.446  0.1428
B1 -0.340 -0.142 -1.940  0.6353
H4 0.466 -0.523 2.495  0.1502
H5 1.224 -1.413 -3.209  0.2030
C7 0.342 3.837 0.305  0.0887
H6 1.821 0.373 -2.629  0.2962
P1 -1.203 0.915 3.760  -0.0181
O3 -4.512 -0.152 2.872  -0.7016
C8 -1.172 2.550 4.799  -0.9118
H7 4.842 -5.678 6.270  0.3132
C9 2.634 -3.016 4.836  -0.7108
H8 5.115 -3.684 5.498  0.1085
N1 0.295 6.031 -1.477  -0.4540
H9 1.295 2.568 3.248  0.1260
H10 5.044 -6.305 7.937  0.3395
C10 5.426 -2.501 7.131  -0.1868
H11 3.810 -0.814 5.413  0.3678
N2 5.749 -2.935 5.769  -0.3387
H12 -1.515 0.784 -7.864  0.3359
H13 0.686 0.446 0.540  -0.3049
H14 -4.198 0.569 -9.851  0.3951
Si1 -2.302 1.518 1.908  0.1954
H15 6.198 -4.330 8.057  0.4015
H16 -3.457 3.102 -7.257  0.3749
H17 -6.174 -0.101 -6.137  0.3136
H18 -2.189 2.949 1.641  -0.1257
H19 -2.232 -0.679 -6.371  0.2416
H20 -1.004 2.782 -3.053  0.2122
C11 -1.878 1.646 -7.294  -0.5244
H21 -2.027 -0.275 -4.656  -0.0335
C12 -4.196 0.216 -8.814  -0.1943
C13 0.542 5.353 -0.174  -0.1963
H22 6.014 -2.278 3.829  0.3904
H23 2.454 -2.517 5.792  0.2986
C14 -2.471 0.058 -5.599  -0.0927
H24 0.612 3.518 1.406  -0.0825
H25 -3.252 -0.306 -8.627  0.1801
O4 4.112 -4.450 7.778  -0.3367
C15 -0.236 2.730 -0.740  0.4806
H26 -0.561 5.418 -3.460  0.2447
H27 2.587 1.278 3.717  0.1395
H28 1.665 -3.269 4.394  0.3389
H29 -2.020 3.288 4.397  0.2886
C16 1.647 1.476 3.008  -0.5687
H30 6.336 -1.053 5.047  0.4283
C17 1.215 -0.607 -2.359  -0.8887
O5 3.334 -2.191 3.914  -0.3966
H31 -0.124 3.070 4.824  0.2694
O6 -1.504 -0.489 -2.781  -0.7332
N3 -4.353 1.360 -7.912  -0.3426
C18 -4.193 1.217 2.347  0.3995
C19 4.246 -1.271 4.519  -0.2100
H32 -1.392 2.211 5.923  0.2913
H33 -6.135 -1.779 -5.569  0.2395
H34 4.477 -1.955 7.156  0.1726
H35 4.367 -0.456 3.795  0.3141
O7 -5.150 2.138 2.204  -0.6509
H36 3.443 -6.286 7.170  0.2415
H37 6.218 -1.838 7.497  0.3824
H38 3.174 -3.951 4.987  0.2710
O8 -1.967 0.480 0.531  -0.2890
H39 1.744 -1.081 -1.409  0.2433
H40 -2.259 -0.867 -2.238  0.3013
H41 0.968 6.093 0.664  0.2497
H42 2.062 1.441 1.908  0.1607
H43 -1.103 2.415 -7.391  0.3705
C20 -6.245 -1.144 -6.452  -0.7273
C21 -5.336 -0.799 -8.625  -0.8074
H44 -4.530 1.019 -6.969  0.0817
Si2 -0.451 0.878 -0.261  0.3656
H45 -2.984 2.622 -8.880  0.4080
C22 0.559 0.300 3.354  -0.1775
H46 -6.318 -0.324 -8.741  0.3994
H47 -5.249 -1.570 -9.399  0.3798
H48 -7.226 -1.336 -6.898  0.3383

Entry 3:
Entry from OMol25: a 3-piece molecular cluster, C22H48BrN7O3P overall at a distorted geometry (ωB97M-V with the def2-TZVPD basis set).

Summary:
* <S²>: 2.008
* energy: -4390.9996 hartree
* spin multiplicity: 3
* net charge: +1

Each line ends with the Mulliken charge.
Element x y z (Å)
C1 -3.162 7.955 -2.249  -0.7798
N1 -5.431 5.991 -2.086  -0.2936
H1 1.116 -7.076 -2.721  0.3703
C2 1.674 0.129 3.224  -1.9328
H2 -1.654 3.159 1.684  0.4838
H3 -2.611 5.374 -0.004  0.1728
H4 -2.400 1.992 0.579  0.4350
H5 -1.297 8.766 -1.856  0.3241
H6 1.084 -8.149 0.914  0.3871
C3 1.411 -7.575 0.042  -0.5158
H7 0.105 -3.636 -0.307  -0.0183
H8 -4.194 8.385 -2.274  0.3848
H9 -0.368 -0.633 4.780  0.4975
C4 4.774 -5.705 -0.512  -1.9958
H10 1.898 -0.118 0.320  0.2868
H11 -0.364 -6.169 -2.793  0.4425
C5 0.507 -6.359 -0.134  -1.2214
N2 -4.757 6.492 0.126  -0.5059
O1 2.551 -4.217 -0.131  -0.4808
H12 5.459 -6.547 -0.403  0.4906
N3 -0.602 0.750 2.414  0.4065
H13 1.843 1.854 1.393  0.3304
C6 -0.331 1.502 1.159  1.8946
H14 -4.735 5.569 0.582  0.3330
H15 4.797 -5.163 0.435  0.3490
H16 -2.479 9.220 -0.752  0.2718
H17 -2.875 7.823 -3.323  0.3528
H18 1.303 -2.038 1.711  0.4655
N4 -2.279 8.971 -1.712  -0.4747
H19 0.816 3.018 2.235  0.3186
Br1 -5.082 5.732 -3.914  0.1258
H20 5.170 -5.050 -1.292  0.4577
C7 -0.225 -1.245 3.887  -2.0177
H21 0.488 -2.034 4.133  0.4405
C8 -2.480 6.467 -0.267  -0.2423
N5 2.427 -5.077 -1.129  0.2856
C9 -0.120 0.572 -0.048  -1.4356
H22 1.590 1.131 3.648  0.3710
C10 0.305 -0.395 2.717  2.2745
C11 2.866 -7.147 0.229  -1.2564
H23 0.102 6.449 -2.187  0.2992
H24 2.975 -7.919 -2.235  0.3231
H25 -0.514 -6.692 -0.340  0.4152
C12 0.103 -4.159 -1.264  -1.5296
C13 0.520 -1.305 1.497  -1.6486
H26 1.012 3.082 0.487  0.2542
C14 3.585 -7.015 -2.188  -1.8012
O2 -1.839 0.289 2.346  -0.5990
H27 -1.168 -1.743 3.657  0.3387
H28 0.254 6.453 1.945  0.3798
H29 2.075 -0.500 4.020  0.4981
C15 0.711 -6.071 -2.624  -1.9496
H30 0.129 4.986 -1.369  0.2577
N6 0.280 5.993 -1.296  -0.5117
H31 0.210 1.153 -0.914  0.3854
H32 -6.380 5.810 -1.763  0.3208
H33 -0.389 -1.883 1.296  0.4173
C16 3.366 -6.208 -0.881  1.9328
H34 -0.938 -4.419 -1.469  0.4680
H35 -3.732 8.188 0.653  0.2102
C17 0.985 -5.420 -1.254  1.8269
C18 -4.473 6.336 -1.281  0.6825
C19 -1.465 2.492 0.838  -1.7984
H36 1.114 -5.460 -3.434  0.3853
H37 0.463 -5.815 0.816  0.3200
N7 -3.074 6.578 -1.607  0.2157
H38 -3.385 6.768 1.795  0.4622
H39 4.619 -7.349 -2.286  0.4882
H40 2.960 -6.656 1.204  0.3916
C20 0.907 2.404 1.337  -1.6052
H41 3.500 -8.037 0.276  0.3490
O3 -0.216 5.827 1.382  -0.3060
P1 -0.627 6.726 0.007  -0.0689
H42 0.924 -1.223 -0.616  0.2392
H43 3.380 -6.412 -3.073  0.3408
C21 -3.511 7.104 0.748  -0.5861
H44 1.313 -8.249 -0.814  0.3038
H45 0.427 -3.460 -2.038  0.4949
H46 -1.200 3.115 -0.022  0.2479
H47 2.437 0.145 2.445  0.3296
H48 -1.071 0.111 -0.336  0.3319
C22 0.892 -0.535 0.234  -0.2873